# 1
Computed, not measured: a structure of composition C35H63B2BrCl24I4N3O9 at a distorted geometry, with ωB97M-V/def2-TZVPD.

Geometry as XYZ:
```
141
Properties=species:S:1:pos:R:3:forces:R:3
H -0.56835 -4.21662 2.05953 0.24 0.14 0.46
H 6.69574 -2.22192 -2.05627 0.00 -0.03 0.04
H -3.69026 7.13989 -4.92225 0.01 -0.06 0.00
C 0.52187 -4.68934 -5.26404 0.07 0.04 0.06
C 1.70560 -1.12744 1.18530 0.05 -0.66 0.14
C 3.15495 -0.62891 1.24555 -0.33 0.03 0.68
Cl -3.66404 7.38150 -7.25352 -0.02 -0.01 0.00
Cl 0.65948 3.51454 4.94183 0.00 0.01 0.00
Cl -4.10098 6.49125 -2.28170 -0.10 0.16 0.14
O -0.17016 4.26824 -1.38715 -0.01 -0.25 -0.03
H 2.74644 4.58842 4.84773 -0.01 0.01 -0.03
C -2.65707 0.14211 -0.70002 0.04 -0.46 0.49
H -2.58583 2.52112 -1.36963 -0.15 0.03 0.10
C 5.84638 -1.59961 -2.30933 0.06 -0.01 0.10
C 1.11669 0.97704 -1.20917 0.48 0.72 0.19
H -4.11745 8.79143 -5.43100 0.03 0.05 -0.04
H 1.37423 -2.77496 -0.16970 -0.14 -0.03 -0.02
Cl -4.40484 4.71882 6.30323 0.02 0.00 -0.01
H -4.51934 -3.76483 -2.28778 -0.09 -0.28 -0.24
Cl -3.83837 -2.71066 -6.32700 0.12 -0.05 -0.22
C 9.16606 -3.89902 1.66161 0.01 0.07 0.06
C 7.46390 -1.54457 4.73401 0.80 -0.95 -0.64
Cl 5.08484 -8.11334 4.15090 -0.04 0.02 0.00
Cl -4.16649 7.51900 1.54689 -0.03 -0.03 -0.08
Cl -6.47978 6.07063 4.72776 -0.10 -0.02 0.02
Cl -5.68826 -1.68430 -3.90569 -0.14 0.10 0.02
C 1.56353 1.83488 -0.27265 -0.14 -0.19 -0.17
N -2.46408 -1.28739 -0.45877 0.73 0.25 -0.58
H -1.38542 5.02177 -3.36705 0.03 0.05 -0.22
B -2.63828 -3.37610 -2.06556 -0.06 0.08 -0.35
O -3.77037 -4.09260 -1.77590 0.16 0.22 0.19
H 5.87251 -1.31050 -3.35250 -0.06 0.04 0.00
O 8.24846 -2.42247 4.41906 -1.02 0.86 0.44
C -1.52778 2.29681 -1.30326 0.03 -0.27 -0.64
C -7.29663 -0.94140 -3.76093 -0.05 0.00 0.05
H -1.71839 -2.44937 -7.31399 -0.03 0.00 -0.04
H -4.09394 1.22675 -2.00044 0.09 0.15 0.03
O -0.16026 -3.56375 1.48386 -0.52 -0.12 -0.63
H 1.36543 -6.26661 1.49448 0.02 0.01 0.00
C 1.48354 -6.36678 0.42220 -0.02 0.00 0.05
H 0.16599 1.51090 1.40407 -0.14 -0.10 -0.01
H 1.72014 2.18052 1.82821 0.12 -0.12 0.10
H 3.00569 -1.05567 3.37328 -0.09 0.10 0.08
Cl 5.89433 -0.14877 -1.30346 0.07 0.09 -0.02
H 2.15451 -1.41391 -0.88081 0.02 0.05 0.02
H -7.22198 -0.08641 -3.09884 0.01 -0.01 0.03
Br 0.45546 -2.03683 -2.73360 -0.28 -0.05 -0.01
B -0.92794 -2.44525 1.24468 0.50 0.30 0.24
H 0.56138 3.17762 1.00087 -0.09 0.15 -0.03
H 5.99206 -3.32035 3.75186 0.16 0.01 -0.10
Cl 4.36512 -2.52280 -2.01192 -0.01 -0.16 -0.13
H -0.79978 4.96619 -1.17664 0.00 0.06 0.01
C -1.81095 4.04793 -3.13420 0.48 -0.08 -0.08
H -5.98952 5.14233 -1.90700 0.03 -0.03 -0.01
C 0.04741 -1.32833 -0.92483 0.31 -0.75 -0.49
C 5.29006 -6.48471 3.51213 0.08 -0.07 -0.03
H -1.07526 -2.03095 3.39938 0.02 -0.02 0.11
H -6.42678 6.79603 -2.40936 0.01 0.04 -0.04
C -1.18458 -2.03702 -0.32279 -0.18 0.18 0.62
C -3.95056 8.05191 3.22076 0.06 -0.02 0.04
H 4.76924 -2.46287 4.68075 0.00 0.15 0.12
H -2.02230 3.52808 -4.06305 -0.09 -0.07 -0.02
Cl 3.77427 -5.56176 3.50262 -0.10 -0.02 0.05
C -2.28141 -1.90671 -6.56549 0.10 -0.01 -0.03
H 6.00532 -5.95348 4.12764 -0.02 0.01 0.05
C -5.25929 0.07044 -0.72668 -1.12 1.59 0.39
I 2.18144 0.80471 -2.99268 -0.16 0.10 -0.20
H 4.05704 -3.02833 2.37859 -0.29 -0.19 -0.19
H 6.71639 -0.20589 6.23701 -0.09 0.00 0.03
H -0.61449 -3.98688 -1.18380 0.04 0.11 -0.04
Cl 3.19112 2.49614 3.87829 0.16 -0.03 0.10
Cl 7.79877 -4.96692 2.01741 0.00 -0.01 -0.06
C 2.42333 3.57596 5.05375 -0.06 0.04 -0.02
C -0.82720 3.30693 -2.24573 0.38 0.61 0.67
C 7.65903 -0.61411 5.89101 0.08 0.06 -0.14
H 10.05460 -4.33436 2.10013 0.01 -0.04 -0.03
H -0.25784 0.38371 0.07857 0.02 -0.01 0.09
O -2.54993 -2.72020 -3.29261 0.35 -0.25 0.44
C -5.76423 5.95765 -2.58353 -0.05 -0.03 0.05
C 3.78327 -0.89500 2.62260 0.02 -0.19 -0.18
H 1.65508 -1.97119 1.87253 -0.13 -0.03 0.13
C 5.43343 -2.38843 3.81548 0.14 -0.25 -0.08
H 2.00918 -7.27913 0.16998 0.01 0.00 -0.01
C -2.84153 0.82747 0.68061 -0.12 0.14 -0.03
C -1.46575 0.77405 -1.50721 -0.06 0.35 -0.30
H -1.89118 1.07276 1.15113 0.21 -0.05 0.06
C 4.65156 -2.14033 2.55654 0.40 0.02 0.23
H -3.11492 -1.62187 0.23584 -0.13 -0.03 -0.07
O 6.33886 -1.28565 4.01109 -0.07 0.03 0.59
H -0.00753 2.88950 -2.82071 -0.04 -0.28 -0.11
H 8.94824 -2.93451 2.09822 -0.03 0.04 0.04
Cl -2.46502 -0.23104 -7.11266 0.00 -0.01 0.13
H -7.60732 -0.63865 -4.75291 0.01 -0.02 -0.03
C -3.96687 0.26333 -1.51557 -0.40 -0.18 0.24
H -4.19851 7.22167 3.86663 0.05 0.00 0.04
I -5.77548 -1.91562 -0.07460 -0.11 0.05 0.18
H 8.17481 -1.14229 6.68485 0.08 -0.02 0.07
H 5.37481 -2.07344 1.74134 -0.04 0.11 -0.15
C -1.49200 -1.63477 2.47624 -0.19 -0.47 -0.13
O -4.55826 3.42546 1.88352 -0.14 0.10 -0.11
H -1.23719 2.55323 -0.29614 0.18 0.02 0.34
H 5.63708 -6.55548 2.48929 -0.03 -0.03 -0.03
H 4.37662 -0.05515 2.97612 0.11 0.10 -0.11
Cl -0.12165 -6.42289 -0.31977 0.06 -0.23 0.04
Cl 9.42264 -3.70882 -0.07703 -0.01 0.01 -0.01
H 3.72210 -1.20094 0.51521 0.13 0.31 -0.24
H -2.57874 -1.70487 2.55678 -0.11 0.12 0.04
C 0.96153 2.16753 1.05639 -0.22 0.09 -0.08
N -0.12682 0.20650 -0.92476 -0.42 -0.24 -0.10
H -1.22806 -0.58027 2.43060 -0.06 0.15 -0.05
C -1.50930 -3.41833 -0.94366 -0.25 -0.06 0.03
Cl -2.28668 8.55043 3.54837 -0.01 0.00 0.00
H -1.75691 -1.90395 -5.61563 0.01 0.04 0.00
H 1.01347 -0.39687 1.60256 -0.08 0.17 -0.09
I -1.68400 0.49264 -3.63520 0.08 -0.02 -0.12
H 8.28962 0.21181 5.56561 0.07 0.08 0.00
Cl -1.79376 8.47347 -5.27081 -0.01 -0.01 0.04
H -3.34812 0.12747 1.34071 -0.12 -0.06 0.02
Cl -1.14961 -4.96723 -5.76518 -0.06 -0.08 0.06
H -2.72519 4.21168 -2.58745 -0.43 0.06 0.05
H -4.60777 8.89264 3.40444 0.01 0.04 -0.05
H -6.50509 3.90497 5.62872 -0.01 0.02 0.05
C -3.45315 7.95177 -5.59447 -0.02 0.01 -0.03
I 3.30742 2.96368 -0.51987 -0.15 0.06 0.02
O -3.62237 2.01717 0.59132 0.20 0.22 -0.05
Cl 1.21702 -3.27509 -6.07439 0.00 0.00 0.08
H -5.36225 4.06571 4.26425 0.00 0.01 -0.01
H 3.21536 0.43562 1.03130 0.09 -0.06 -0.33
C -5.74504 4.52322 5.16809 0.01 -0.06 -0.07
H -3.92175 -0.51904 -2.26608 -0.06 -0.03 -0.11
H 2.71931 3.26335 6.04689 -0.02 -0.04 0.01
H 0.53225 -4.51000 -4.19507 -0.01 0.00 0.01
N -4.05064 2.38530 1.89341 0.08 -0.18 0.14
Cl -8.49243 -2.05745 -3.10771 0.00 -0.02 0.01
H -1.99939 -4.00641 -0.16160 0.05 -0.08 0.11
Cl -5.97652 5.39461 -4.24475 0.00 -0.01 0.01
O -6.04334 0.95696 -0.48886 1.21 -1.45 -0.52
H 1.11218 -5.56101 -5.51665 -0.01 0.00 -0.08
H -2.65582 -3.33685 -4.02774 -0.37 0.08 -0.14
Cl 2.44087 -4.99704 -0.15792 0.16 -0.14 -0.06
C 1.34731 -1.69064 -0.20479 0.36 0.71 -0.14
```
Forces are in eV/Å.

net charge: +1
frontier orbital gap: 0.318 hartree
multiplicity: 1
HOMO level: -0.40756 Ha
electronic energy: -17071.70302 Eh
molecular weight: 2129.92 g mol⁻¹

# 2
Computed, not measured: a structure of composition C12H12N7O3RuS2 at a distorted geometry, with ωB97M-V/def2-TZVPD.

Geometry as XYZ:
```
37
Properties=species:S:1:pos:R:3:forces:R:3
S -0.86113 -0.96872 -0.08594 -0.04 0.18 0.02
H -0.03756 0.31252 -4.04097 0.00 -0.01 -0.01
H -4.01654 1.75970 -2.05544 0.02 -0.04 -0.02
O 2.39130 -0.12365 0.25010 0.06 0.14 0.20
C -1.98816 1.63118 -2.91879 0.01 0.08 -0.02
C 0.63690 -2.43827 2.83931 -0.07 -0.05 -0.03
H -0.16137 -1.16519 -3.08046 0.01 0.01 0.01
C 0.07058 2.83616 -0.37754 -0.33 0.34 0.09
N 1.24712 -1.75472 1.87131 -0.05 0.07 -0.03
N 0.26134 1.80325 0.14277 0.41 0.10 0.10
H 3.83468 -3.77568 1.23204 0.00 0.00 0.01
C 2.36783 -2.24219 1.32966 0.09 0.06 0.02
O 3.91234 -1.63278 -0.38171 0.05 -0.02 -0.01
C 2.99190 -1.34181 0.31096 0.04 0.00 -0.02
H -2.93815 1.02696 0.22274 0.10 0.13 0.04
C -1.57138 0.30108 -1.10793 0.06 -0.09 -0.06
Ru 0.69263 0.09546 1.01762 -0.53 -0.89 -0.01
C 2.28975 -4.16345 2.71338 -0.02 0.02 0.00
C 0.12573 5.08488 -0.85230 0.02 -0.03 0.10
H 0.85630 0.18909 -2.51625 -0.02 0.01 -0.03
N -0.33940 3.84518 -1.00182 0.07 -0.13 -0.16
N 0.46344 6.18140 -0.75445 0.03 0.07 -0.05
H -0.25747 -1.99829 3.25698 0.00 -0.01 -0.01
H -2.89987 3.01491 -1.48027 0.01 -0.02 0.00
N -1.21985 0.50277 -2.35628 -0.04 -0.02 0.05
H -2.47718 1.32470 -3.84171 -0.01 -0.03 0.02
C -2.98313 1.97575 -1.79040 -0.05 0.13 -0.02
N -2.54290 1.08520 -0.70804 -0.24 -0.26 0.02
C -0.06823 -0.08200 -3.02961 0.06 -0.02 0.01
C 1.13543 -3.65040 3.28551 0.02 0.00 -0.01
H 2.69344 -5.10895 3.04822 0.00 0.00 0.00
N -0.02330 0.53187 2.70326 0.41 0.31 -0.26
O -2.48569 1.03897 2.30365 0.06 -0.02 -0.13
S -1.33703 1.06781 3.19364 -0.10 -0.01 0.16
H -1.30758 2.45638 -3.12892 -0.02 -0.01 0.02
C 2.92544 -3.44227 1.71226 0.00 0.02 -0.02
H 0.61977 -4.17687 4.07538 0.00 0.00 0.00
```
Forces are in eV/Å.

net charge: +1
frontier orbital gap (alpha / beta): 0.223 / 0.223 hartree
multiplicity: 1
HOMO level (alpha / beta): -0.43521 / -0.43516 Ha
electronic energy: -1964.51981 Eh
molecular weight: 467.48 g mol⁻¹

# 3
Computed, not measured: a cluster of 2 separate species, C4H11NO2 in total at a distorted geometry, with ωB97M-V/def2-TZVPD.

Geometry as XYZ:
```
18
Properties=species:S:1:pos:R:3:forces:R:3
H 0.55029 1.23385 2.09759 0.59 -0.51 0.55
C 0.07042 -0.51817 0.90846 0.31 2.02 1.41
H 1.89701 2.52485 0.50739 0.25 -0.18 -0.01
C 1.00655 0.67979 1.28183 -0.85 -0.26 -1.09
C 1.25088 1.70540 0.20424 -1.94 0.63 -1.93
C -2.05018 0.53406 1.85225 -0.57 0.16 0.04
H 0.24182 -2.12072 -4.76762 -0.12 -0.74 0.42
O 0.12673 -3.01631 -4.38220 0.75 -1.15 -3.22
H -3.16992 0.62720 1.63886 1.14 -0.04 0.21
O -1.52637 0.96481 2.86806 -0.63 -0.38 -0.58
H 1.48835 1.34452 -0.81858 0.77 -0.30 0.75
H -1.74936 -0.52796 0.04581 -1.39 0.27 0.00
H 0.31520 -3.62571 -5.22000 -0.63 1.90 2.80
N -1.37294 -0.06904 0.84645 2.36 -1.38 -0.03
H 0.28297 2.17713 -0.08305 0.28 0.09 0.64
H 0.35766 -0.80319 -0.09812 -0.20 -0.51 -0.05
H 0.34352 -1.30466 1.67809 -1.09 0.55 -0.98
H 1.93736 0.19414 1.44056 0.99 -0.17 1.06
```
Forces are in eV/Å.

relative energy (zero: lowest compared OMol25 entry of this formula, charge and spin): 139.75 kJ/mol
frontier orbital gap: 0.380 hartree
multiplicity: 1
HOMO level: -0.35953 Ha
electronic energy: -364.21495 Eh
molecular weight: 105.14 g mol⁻¹

# 4
Computed, not measured: a cluster of 4 separate species, C10H20Cl4O6 in total at a distorted geometry, with ωB97M-V/def2-TZVPD.

Geometry as XYZ:
```
40
Properties=species:S:1:pos:R:3:forces:R:3
C -1.03827 0.16933 -1.34766 -1.54 0.01 -1.17
H 4.72397 -0.96881 -3.29646 0.72 0.01 0.33
O 2.50798 2.04567 -3.81985 0.33 0.36 0.15
H -1.21060 -5.77753 3.49434 0.43 -0.09 -1.26
C 3.54751 1.22508 -3.94575 -1.12 -2.38 0.29
H 0.09759 -0.76744 2.00041 -0.21 0.99 -0.58
H -4.98119 3.56680 2.77461 0.84 -0.39 -0.54
C 0.35118 -0.11923 -1.71824 1.08 0.89 0.63
H -1.62577 0.22979 -2.26746 -0.03 -0.40 -0.09
C 2.83057 3.45912 -3.84164 0.75 -1.17 -1.35
Cl -3.27898 3.08598 1.20005 0.58 0.06 -1.00
C -1.40007 -5.49159 2.41947 -1.18 0.63 2.23
H -0.55460 -5.58588 1.76109 0.12 -0.18 -0.10
O -1.38754 -2.00426 2.68766 1.16 -1.32 -0.26
C -0.37071 -1.01447 2.93031 -0.78 -0.36 0.42
Cl -1.82323 2.51261 4.40535 0.01 -0.10 -0.45
C 3.84218 -1.18465 -3.85555 -0.70 0.69 -0.51
H 0.53354 -1.15524 -1.89901 -0.07 -0.53 -0.59
H 0.44504 -1.41372 3.50414 0.15 -0.40 0.69
Cl -1.73139 -1.15231 -0.39038 -0.19 0.25 0.33
Cl 1.41810 0.24189 -0.31786 0.36 0.12 0.10
H 4.05624 -1.43777 -4.88592 0.33 -0.44 -0.06
O 4.71242 1.46572 -4.05295 0.07 0.28 -0.04
H -2.30145 -6.02303 2.14326 0.12 -0.25 -0.49
H -4.43464 1.93308 2.89130 0.62 0.06 -0.01
H 3.89799 3.55015 -3.63895 -0.18 0.32 0.22
H -1.20609 1.15781 -0.93959 0.26 -0.07 0.83
H -3.80007 3.46415 4.78815 -1.34 0.26 1.00
H 0.66424 0.54227 -2.52056 0.20 -0.22 -0.16
C -0.85594 -3.22190 2.41212 -2.56 0.23 1.20
H 2.20304 3.91438 -3.10989 -0.35 0.51 0.26
H 3.22542 -1.92272 -3.36602 0.14 -0.44 0.02
C -3.26860 3.49171 3.88774 1.80 -0.96 -0.22
O 2.98979 -0.04274 -3.89876 0.08 1.81 0.14
H 2.65568 3.75824 -4.88828 -0.14 0.43 0.63
C -4.04028 2.94398 2.73223 -2.40 0.46 1.47
O 0.26574 -3.53423 2.20898 1.87 0.50 -0.46
H -2.85683 4.46391 3.71265 -0.07 0.58 -0.26
O -1.85239 -4.11055 2.53361 0.17 -0.30 -0.74
H -0.94960 -0.29359 3.51333 0.69 0.54 -0.58
```
Forces are in eV/Å.

relative energy (zero: lowest compared OMol25 entry of this formula, charge and spin): 0.00 kJ/mol
frontier orbital gap: 0.403 hartree
multiplicity: 1
HOMO level: -0.38223 Ha
electronic energy: -2685.22063 Eh
molecular weight: 378.08 g mol⁻¹

The lowest molecular weight belongs to which entry? C4H11NO2